C46H59GeN4O4PtSi3 | ωB97M-V with the def2-TZVPD basis set

Last column: Mulliken charge in e.
Geometry (Å):
Pt (-0.870, 0.643, -0.415)  2.3019
C (0.345, 5.131, 0.232)  -0.6065
O (-1.027, 4.825, 0.626)  -0.4529
C (-1.224, 3.556, 0.309)  0.0547
N (-0.281, 2.914, -0.243)  0.5239
C (0.822, 3.855, -0.511)  -1.0188
C (2.214, 3.383, -0.138)  0.5593
C (3.252, 4.313, -0.193)  -0.5591
C (4.555, 3.935, 0.096)  -1.2146
C (4.838, 2.617, 0.437)  -0.8456
C (3.809, 1.688, 0.489)  -1.3506
C (2.503, 2.067, 0.199)  1.8070
C (-2.561, 2.949, 0.492)  -0.1587
C (-3.669, 3.625, 0.967)  -0.4753
C (-4.901, 2.989, 0.927)  -0.7944
C (-4.985, 1.711, 0.398)  -0.6299
C (-3.821, 1.099, -0.035)  0.0229
N (-2.644, 1.703, 0.028)  0.5851
C (-3.770, -0.260, -0.614)  -0.3035
N (-2.681, -0.873, -0.839)  0.2996
C (-3.015, -2.208, -1.369)  0.2948
C (-4.561, -2.144, -1.490)  -0.6367
O (-4.914, -0.865, -0.882)  -0.5337
C (-2.368, -2.563, -2.687)  -0.4736
C (-1.713, -1.624, -3.471)  0.3929
C (-1.228, -1.967, -4.728)  -0.5591
C (-1.398, -3.258, -5.208)  -0.5989
C (-2.033, -4.210, -4.418)  -0.8104
C (-2.515, -3.865, -3.164)  -0.3393
H (0.928, 5.340, 1.127)  0.3688
H (0.324, 6.013, -0.400)  0.3916
H (0.830, 4.032, -1.592)  0.7831
H (3.039, 5.347, -0.451)  0.4977
H (5.350, 4.669, 0.048)  0.4361
H (5.855, 2.324, 0.668)  0.5119
H (4.016, 0.658, 0.763)  0.5258
H (1.710, 1.338, 0.257)  -0.9489
H (-3.561, 4.640, 1.327)  0.6519
H (-5.786, 3.491, 1.296)  0.5040
H (-5.930, 1.189, 0.314)  0.6427
H (-2.717, -2.946, -0.625)  0.0353
H (-5.085, -2.932, -0.957)  0.3750
H (-4.888, -2.134, -2.526)  0.4673
H (-1.582, -0.618, -3.101)  -0.0803
H (-0.736, -1.218, -5.338)  0.4124
H (-1.038, -3.526, -6.195)  0.4403
H (-2.163, -5.221, -4.783)  0.4475
H (-3.024, -4.608, -2.556)  0.4949
C (5.282, -2.908, 0.173)  -0.8850
O (4.632, -1.968, -0.687)  -0.4544
C (3.693, -2.433, -1.548)  0.0089
C (3.335, -3.761, -1.695)  0.1195
C (2.329, -4.103, -2.591)  -1.1773
C (1.698, -3.130, -3.351)  -0.5019
C (2.067, -1.801, -3.218)  -0.2388
C (3.063, -1.452, -2.323)  0.2571
N (3.646, -0.158, -2.226)  0.3688
C (3.337, 0.986, -2.756)  -1.2679
C (2.088, 1.458, -3.249)  1.2305
C (2.138, 2.473, -4.237)  -0.5776
C (1.006, 3.050, -4.740)  -1.3308
C (-0.235, 2.670, -4.205)  -0.9921
C (-0.311, 1.726, -3.210)  -1.0292
C (0.836, 1.059, -2.697)  1.2289
O (0.782, 0.172, -1.742)  -0.0072
H (5.914, -3.589, -0.396)  0.3642
H (4.548, -3.471, 0.750)  0.3141
H (5.897, -2.319, 0.844)  0.3135
H (3.839, -4.532, -1.129)  0.5053
H (2.052, -5.143, -2.700)  0.4659
H (0.926, -3.405, -4.057)  0.4542
H (1.599, -1.045, -3.834)  0.4524
H (4.543, -0.198, -1.751)  0.4014
H (4.171, 1.682, -2.808)  0.4124
H (3.109, 2.756, -4.630)  0.5359
H (1.060, 3.776, -5.539)  0.4299
H (-1.143, 3.125, -4.583)  0.5331
H (-1.283, 1.457, -2.805)  0.4459
C (1.646, -1.988, 0.433)  1.5774
Si (0.382, -2.365, 1.759)  0.1875
C (1.140, -2.808, 3.410)  -1.2198
C (-0.633, -3.827, 1.197)  -0.9133
Ge (-0.667, -0.090, 1.956)  0.1013
Si (-2.742, -0.816, 3.283)  0.1818
C (-2.031, -1.361, 4.922)  -1.0806
C (-3.592, -2.232, 2.399)  -0.6061
C (-3.972, 0.563, 3.556)  -0.7820
Si (0.282, 1.528, 3.582)  0.4963
C (-1.169, 2.562, 4.170)  -1.0895
C (1.011, 0.472, 4.942)  -1.3324
C (1.650, 2.722, 3.143)  -0.6752
H (2.149, -2.900, 0.091)  0.2715
H (2.408, -1.287, 0.790)  -0.3632
H (1.159, -1.539, -0.434)  -1.7095
H (1.944, -3.532, 3.239)  0.4900
H (0.406, -3.289, 4.061)  0.3243
H (1.564, -1.957, 3.938)  0.2643
H (0.044, -4.684, 1.114)  0.4639
H (-1.088, -3.671, 0.217)  -0.1170
H (-1.412, -4.100, 1.909)  0.4261
H (-1.120, -1.951, 4.810)  0.1358
H (-2.769, -1.981, 5.443)  0.4752
H (-1.810, -0.504, 5.563)  0.3029
H (-3.048, -3.167, 2.523)  0.3836
H (-3.705, -2.043, 1.330)  -0.2095
H (-4.593, -2.373, 2.820)  0.5334
H (-3.534, 1.424, 4.059)  0.2850
H (-4.788, 0.192, 4.189)  0.5199
H (-4.414, 0.905, 2.628)  0.0309
H (-1.756, 2.038, 4.927)  0.3849
H (-1.837, 2.838, 3.350)  0.1890
H (-0.801, 3.487, 4.626)  0.5054
H (0.328, -0.267, 5.360)  0.3927
H (1.340, 1.128, 5.756)  0.4412
H (1.894, -0.050, 4.569)  0.3151
H (1.409, 3.385, 2.310)  -0.1459
H (2.588, 2.217, 2.902)  0.1242
H (1.821, 3.343, 4.030)  0.6235

Values from the calculation:
ΔE to the lowest compared entry with this formula, charge and spin ... 58.58 kJ/mol
Net charge ... +2
E_tot ... -146194.3274 eV
Spin multiplicity ... 2

***

C38H33Cl2N3OPZr | ωB97M-V with the def2-TZVPD basis set

Last column: Mulliken charge in e.
Geometry (Å):
Zr (0.293, -0.329, 0.123)  -1.6753
C (2.836, 3.449, -0.833)  -1.7711
C (1.556, 2.701, -0.625)  0.1366
N (1.542, 1.568, -0.013)  1.0166
N (2.764, 1.213, 0.574)  -0.7656
C (2.564, 0.399, 1.568)  0.2527
O (1.372, -0.029, 1.882)  -0.3144
C (3.732, -0.059, 2.346)  0.5396
C (5.031, 0.234, 1.933)  -0.1956
C (6.108, -0.227, 2.671)  -0.8031
C (5.897, -0.978, 3.822)  -0.4032
C (4.605, -1.275, 4.233)  -0.7663
C (3.523, -0.821, 3.492)  -0.2820
C (0.286, 3.344, -1.057)  0.8323
C (0.277, 4.255, -2.103)  -0.8569
C (-0.911, 4.885, -2.439)  -0.6745
C (-2.044, 4.608, -1.700)  -0.7886
C (-1.942, 3.687, -0.666)  -0.3419
N (-0.815, 3.059, -0.354)  0.0376
H (3.502, 3.286, 0.008)  0.4090
H (2.655, 4.512, -0.964)  0.5233
H (3.342, 3.065, -1.724)  0.3083
H (5.178, 0.821, 1.036)  0.4357
H (7.117, -0.002, 2.349)  0.4061
H (6.743, -1.333, 4.399)  0.4007
H (4.442, -1.863, 5.128)  0.4158
H (2.510, -1.052, 3.795)  0.4271
H (1.178, 4.447, -2.673)  0.4633
H (-0.943, 5.589, -3.262)  0.4492
H (-2.990, 5.095, -1.908)  0.4467
H (-2.807, 3.447, -0.057)  0.6206
C (0.368, -2.816, -0.341)  -0.3248
C (0.605, -2.185, -1.580)  -0.5653
C (1.851, -1.528, -1.506)  -0.6953
C (2.407, -1.795, -0.238)  -0.2276
C (1.489, -2.566, 0.492)  -0.8730
H (-0.443, -3.491, -0.118)  0.5994
H (0.008, -2.268, -2.470)  0.6581
H (2.344, -1.032, -2.324)  0.5918
H (3.399, -1.524, 0.082)  0.7207
H (1.657, -2.977, 1.472)  0.5351
C (-6.065, 1.749, 0.958)  -0.6161
C (-5.504, 0.766, 1.762)  -0.8867
C (-4.431, 0.022, 1.292)  -0.3515
C (-3.907, 0.246, 0.018)  0.6422
C (-4.473, 1.234, -0.780)  -0.4029
C (-5.549, 1.980, -0.311)  -0.6143
P (-2.569, -0.869, -0.552)  1.4705
C (-3.546, -2.239, -1.298)  0.3360
C (-4.933, -2.326, -1.216)  -0.5650
C (-5.608, -3.363, -1.853)  -0.8018
C (-4.909, -4.325, -2.566)  -0.5846
C (-3.522, -4.258, -2.632)  -0.9767
C (-2.849, -3.228, -1.997)  -0.1127
C (-1.860, -0.071, -2.033)  0.3961
C (-2.496, -0.007, -3.276)  -0.1266
C (-1.833, 0.552, -4.353)  -0.9561
C (-0.532, 1.021, -4.186)  -0.9409
C (0.091, 0.931, -2.954)  -0.5466
C (-0.548, 0.387, -1.831)  0.9585
H (-6.904, 2.330, 1.317)  0.4148
H (-5.905, 0.574, 2.750)  0.4497
H (-4.012, -0.768, 1.911)  0.6066
H (-4.074, 1.434, -1.767)  0.4842
H (-5.989, 2.742, -0.944)  0.4390
H (-5.502, -1.587, -0.667)  0.3668
H (-6.689, -3.411, -1.791)  0.4313
H (-5.440, -5.127, -3.064)  0.3890
H (-2.965, -5.009, -3.181)  0.4572
H (-1.768, -3.184, -2.057)  0.1804
H (-3.494, -0.412, -3.403)  0.6071
H (-2.316, 0.608, -5.322)  0.4177
H (0.001, 1.438, -5.034)  0.4709
H (1.118, 1.275, -2.879)  0.5482
Cl (-0.950, -1.684, 2.349)  -0.0192
C (-1.298, -0.127, 3.134)  -0.4958
Cl (-1.256, 1.136, 1.884)  0.0974
H (-0.519, 0.077, 3.851)  0.4549
H (-2.282, -0.158, 3.581)  0.4772

Values from the calculation:
ΔE to the lowest compared entry with this formula, charge and spin ... 217.56 kJ/mol
Net charge ... +1
E_tot ... -82069.6377 eV

***

C5H30NO10 | ωB97M-V with the def2-TZVPD basis set

Last column: Mulliken charge in e.
Geometry (Å):
C (0.004, 1.128, -2.461)  -0.4501
C (-0.077, 2.089, -1.313)  -1.2056
C (-0.431, -0.220, -1.933)  -0.1550
N (0.515, -1.379, -2.233)  -0.3073
C (1.150, -1.911, -0.994)  0.7080
C (2.235, -0.985, -0.317)  -0.2059
O (1.763, -0.193, 0.713)  -0.7529
H (0.942, 1.291, -3.008)  0.5468
H (-0.744, 1.535, -3.199)  0.2555
H (0.769, 2.022, -0.641)  0.1673
H (-0.980, 2.045, -0.729)  0.3952
H (0.028, 3.174, -1.596)  0.4313
H (-0.860, -0.118, -0.924)  -0.0920
H (-1.312, -0.434, -2.565)  0.2844
H (1.148, -1.059, -2.956)  0.3006
H (0.345, -1.912, -0.242)  -0.9386
H (1.496, -2.927, -1.115)  0.3968
H (2.620, -0.392, -1.142)  -0.2432
H (3.041, -1.567, 0.142)  0.3680
H (-3.015, 0.546, 1.570)  0.3745
H (-2.784, 0.707, 0.151)  0.3352
O (-2.982, 1.259, 0.926)  -0.7522
H (0.096, -0.133, 2.876)  0.3085
H (-0.605, 1.219, 3.188)  0.4542
O (-0.288, 0.410, 3.597)  -0.8304
H (1.882, 1.526, 1.410)  0.4090
H (2.998, 2.368, 0.713)  0.2661
O (2.263, 2.435, 1.326)  -0.6699
H (-0.905, -2.668, 0.113)  0.1238
H (-1.002, -3.566, -1.150)  0.3216
O (-1.501, -3.208, -0.414)  -0.6986
H (-1.825, -0.826, 3.392)  0.3573
H (-1.153, -1.462, 2.190)  0.4303
O (-2.025, -1.188, 2.524)  -0.7695
H (-3.005, -1.753, -0.781)  0.3468
H (-2.942, -1.684, 0.743)  0.3397
O (-3.371, -1.274, -0.031)  -0.7063
H (-0.257, 2.755, 1.671)  0.2957
H (-1.805, 2.326, 1.714)  0.5423
O (-1.059, 2.688, 2.203)  -0.7867
H (3.587, 1.062, -2.158)  0.3105
H (2.401, 1.925, -2.489)  0.3347
O (3.121, 1.440, -2.918)  -0.6720
H (1.153, -2.148, 2.594)  0.2810
H (0.965, -1.084, 1.488)  0.3629
O (0.406, -1.857, 2.068)  -0.8116

Values from the calculation:
ΔE to the lowest compared entry with this formula, charge and spin ... 179.55 kJ/mol
Net charge ... -1
E_tot ... -27637.9273 eV

***

C2H3BrO | ωB97M-V with the def2-TZVPD basis set

Last column: Mulliken charge in e.
Geometry (Å):
C (0.118, 0.148, -0.021)  -0.7968
C (0.643, 1.688, -0.346)  0.5062
O (1.785, 1.996, -0.470)  -0.4080
Br (-0.764, 3.029, -0.621)  -0.1811
H (0.417, -0.223, 0.907)  0.3018
H (0.777, -0.505, -0.709)  0.2578
H (-0.902, -0.061, -0.422)  0.3201

Values from the calculation:
ΔE to the lowest compared entry with this formula, charge and spin ... 35.33 kJ/mol
SMILES string ... CC(=O)Br
E_tot ... -74212.0468 eV